{"formula": "C23H45I2NO18", "method": "ωB97M-V/def2-TZVPD", "species": ["C", "C", "O", "C", "C", "N", "C", "O", "O", "C", "I", "C", "C", "I", "H", "H", "H", "H", "H", "H", "H", "H", "H", "H", "H", "H", "H", "H", "H", "C", "O", "C", "O", "O", "C", "H", "H", "H", "H", "H", "H", "C", "O", "C", "O", "O", "C", "H", "H", "H", "H", "H", "H", "C", "O", "C", "O", "O", "C", "H", "H", "H", "H", "H", "H", "C", "O", "C", "O", "O", "C", "H", "H", "H", "H", "H", "H", "C", "O", "C", "O", "O", "C", "H", "H", "H", "H", "H", "H"], "positions_angstrom": [[4.167282, 5.721918, -1.319311], [2.603230, 5.405670, -1.406754], [2.219074, 4.462504, -0.371165], [0.797821, 4.154369, -0.640814], [0.737577, 2.605974, -1.061482], [-0.528737, 2.178039, -1.728623], [-1.712295, 2.740261, -1.122306], [-1.932958, 2.849786, 0.091636], [-2.749892, 3.156978, -2.032644], [-2.660039, 4.569907, -2.302783], [-2.713569, 4.863915, -4.496084], [-3.861978, 5.436354, -1.684385], [-4.577784, 4.777319, -0.413508], [-2.987417, 7.355310, -1.050385], [4.686371, 4.990916, -2.041357], [4.619622, 5.531550, -0.291144], [4.409649, 6.792208, -1.636555], [2.333546, 4.918501, -2.413534], [1.954426, 6.344355, -1.259716], [0.277194, 4.317387, 0.370819], [0.401012, 4.857390, -1.453033], [0.975048, 1.933215, -0.177888], [1.573174, 2.453239, -1.838334], [-0.487539, 2.384256, -2.733617], [-1.677257, 4.947404, -1.877765], [-4.636680, 5.621439, -2.500043], [-5.652722, 5.168665, -0.400492], [-4.642378, 3.644143, -0.438229], [-4.039831, 5.166137, 0.523511], [-6.090140, -2.314678, 0.552674], [-5.050912, -2.259072, -0.422271], [-4.485330, -1.048400, -0.554406], [-4.782138, -0.057362, 0.063824], [-3.532766, -1.135462, -1.494720], [-2.841563, 0.088951, -1.741591], [-6.472136, -3.335535, 0.573280], [-5.702480, -2.070186, 1.543715], [-6.908565, -1.644359, 0.282221], [-2.324919, 0.426516, -0.842318], [-3.531048, 0.854439, -2.102718], [-2.098032, -0.098240, -2.516368], [3.973149, -2.835935, -0.762355], [3.381652, -1.544258, -0.905158], [4.201785, -0.526736, -0.602280], [5.345914, -0.623576, -0.236775], [3.524045, 0.619330, -0.778010], [4.274753, 1.797568, -0.491114], [3.222304, -3.578567, -1.032317], [4.825579, -2.945944, -1.435990], [4.273572, -3.009997, 0.272458], [5.140149, 1.873552, -1.153336], [4.586477, 1.809953, 0.555288], [3.624614, 2.654453, -0.667733], [1.484472, -5.373511, 2.991307], [2.141539, -6.614438, 2.737786], [3.297900, -6.497520, 2.067451], [3.793613, -5.466533, 1.684984], [3.805908, -7.726648, 1.897884], [5.046734, -7.754986, 1.193732], [0.565341, -5.589477, 3.536054], [2.109154, -4.725732, 3.609778], [1.222915, -4.877427, 2.054434], [5.812903, -7.202019, 1.740855], [4.926534, -7.353690, 0.185248], [5.362782, -8.795103, 1.115679], [-8.725076, 4.327795, -3.531514], [-9.339872, 5.606833, -3.678868], [-8.539247, 6.639545, -3.375960], [-7.394099, 6.563151, -3.006703], [-9.235054, 7.771910, -3.555749], [-8.500687, 8.960904, -3.268040], [-9.462107, 3.571733, -3.802318], [-7.868720, 4.232084, -4.202273], [-8.424085, 4.161931, -2.495011], [-7.635484, 9.048878, -3.928270], [-8.190727, 8.978666, -2.221223], [-9.159952, 9.810217, -3.447559], [5.609608, -7.260185, 5.421942], [5.942937, -8.506401, 4.812942], [6.622164, -9.345042, 5.610330], [6.952933, -9.127897, 6.748569], [6.868541, -10.468177, 4.918079], [7.590704, -11.458017, 5.648487], [5.064595, -6.666593, 4.687290], [4.964204, -7.415190, 6.288824], [6.512752, -6.715817, 5.705158], [7.024282, -11.780316, 6.524512], [8.572744, -11.081005, 5.941143], [7.731896, -12.317520, 4.993038]], "atomic_forces_ev_per_a": [[-0.006, -0.661, -0.622], [0.520, 0.426, 0.133], [-1.378, 0.620, -1.537], [0.412, -0.813, 1.368], [1.179, 0.314, -0.197], [-1.513, 2.226, 0.704], [-0.387, 0.137, 1.985], [1.216, -0.430, -3.577], [1.365, 0.407, 0.249], [0.115, 0.308, 0.970], [0.325, -0.145, 0.863], [-0.661, -1.293, -0.142], [-0.173, 0.818, 0.165], [-0.455, -0.646, -0.531], [-0.566, 1.233, 1.080], [-0.932, 0.323, -1.219], [-0.430, -1.525, 0.396], [0.541, 0.934, 1.179], [1.061, -1.156, -0.366], [0.417, -0.181, -1.764], [0.350, -1.115, 1.148], [-0.387, 0.964, -1.081], [-1.259, 0.091, 1.199], [-0.319, -0.155, 0.558], [-1.177, -0.314, -0.915], [1.142, 0.060, 1.212], [1.517, -0.397, 0.047], [0.422, 1.459, -0.081], [-0.907, -1.031, -1.278], [-0.302, -0.092, 0.264], [0.186, 0.221, -0.099], [0.119, -0.060, -0.132], [0.042, -0.288, -0.177], [-0.333, -0.149, 0.251], [0.149, 0.176, -0.157], [0.223, 0.048, -0.198], [-0.071, 0.139, -0.130], [0.157, 0.055, 0.111], [-0.222, -0.119, -0.027], [0.023, -0.071, 0.188], [-0.153, -0.261, 0.104], [0.156, -0.471, 0.093], [0.112, 0.415, 0.015], [-0.142, -0.100, -0.037], [-0.335, 0.064, -0.119], [0.033, -0.391, -0.018], [0.193, 0.467, 0.024], [-0.094, 0.288, 0.008], [0.007, 0.093, 0.170], [0.083, 0.039, -0.153], [0.026, -0.131, 0.179], [0.103, -0.075, -0.144], [-0.082, -0.254, 0.039], [-0.268, 0.336, 0.113], [0.332, -0.058, -0.157], [-0.078, -0.290, 0.033], [-0.122, -0.212, 0.096], [-0.248, 0.346, 0.107], [0.416, -0.108, -0.210], [0.169, -0.242, -0.075], [0.007, -0.004, -0.198], [0.170, 0.022, 0.097], [-0.123, 0.062, -0.121], [0.026, 0.115, 0.161], [-0.267, 0.049, 0.177], [0.123, -0.428, 0.022], [0.146, 0.350, 0.061], [-0.244, 0.015, -0.082], [-0.216, -0.003, -0.062], [0.114, -0.380, 0.021], [0.168, 0.421, 0.072], [-0.094, 0.288, -0.017], [0.009, 0.075, 0.178], [0.108, 0.085, -0.134], [-0.001, -0.099, 0.174], [0.104, -0.085, -0.148], [-0.126, -0.276, -0.052], [-0.141, 0.394, 0.116], [0.184, -0.289, 0.073], [-0.049, -0.014, -0.119], [-0.096, -0.067, -0.334], [-0.116, 0.330, 0.064], [0.217, -0.348, 0.160], [0.081, -0.266, -0.102], [0.194, -0.004, -0.001], [-0.093, -0.132, 0.111], [0.125, 0.157, -0.005], [-0.168, 0.024, 0.107], [-0.153, 0.233, -0.124]], "lumo_ha": 0.0023, "smiles": "CCOCCNC(=O)O[C@@H](I)[C@@H](C)I.COC(=O)OC.COC(=O)OC.COC(=O)OC.COC(=O)OC.COC(=O)OC", "energy_ev": -79125.144, "max_force_ev_per_a": 3.8, "gap_ev": 9.57, "charge": 0}

{"formula": "C3H7O2", "method": "ωB97M-V/def2-TZVPD", "species": ["O", "C", "C", "C", "O", "H", "H", "H", "H", "H", "H", "H"], "positions_angstrom": [[1.457948, -0.617692, 1.752011], [1.318963, 0.263071, 0.776924], [-0.195936, 0.500669, 0.296970], [-0.456508, -0.575952, -0.734954], [-1.747629, -0.353790, -1.407746], [1.882436, -0.075992, -0.134632], [1.756964, 1.294976, 1.020999], [-0.949829, 0.286557, 1.183305], [-0.444671, 1.454477, -0.001896], [0.309326, -0.463461, -1.554426], [-0.412190, -1.687437, -0.423014], [-2.518877, -0.025431, -0.773541]], "atomic_forces_ev_per_a": [[-0.148, -0.411, 0.560], [-0.151, 0.652, 0.437], [-0.035, -3.999, 2.822], [-0.718, -0.254, -1.124], [-2.219, 0.621, 1.270], [-0.148, 0.424, -0.343], [-0.289, -0.241, -0.213], [1.676, 0.332, -1.203], [-0.229, 2.186, -1.392], [-0.858, -0.121, 0.578], [0.058, 1.973, 0.167], [3.062, -1.163, -1.560]], "de_lowest_kcal_mol": 69.5, "lumo_ha": 0.1432, "smiles": "[O-]CCCO", "energy_ev": -7317.940, "max_force_ev_per_a": 4.9, "gap_ev": 6.03, "charge": -1}

{"formula": "C4H6O2", "method": "ωB97M-V/def2-TZVPD", "species": ["C", "C", "C", "O", "C", "O", "H", "H", "H", "H", "H", "H"], "positions_angstrom": [[0.461472, -1.017384, -1.384728], [-0.245333, 0.050064, -0.514311], [0.253597, 0.162031, 0.908631], [1.132548, -0.513188, 1.389000], [-0.548334, 1.175206, 1.808278], [-0.372235, 1.162310, 3.023038], [-0.012782, -1.182903, -2.388342], [0.486142, -2.048359, -1.002084], [1.478884, -0.683759, -1.575621], [-0.093626, 1.026790, -0.966486], [-1.336378, -0.059367, -0.515133], [-1.203955, 1.928559, 1.217758]], "atomic_forces_ev_per_a": [[-0.466, -0.278, -0.763], [0.233, -0.648, -0.475], [-0.272, -0.778, 0.350], [-0.549, 0.683, -0.377], [0.915, 0.289, 1.540], [-0.902, 0.354, -2.841], [0.161, 0.716, 0.823], [0.056, 0.584, 0.553], [0.125, -0.202, 0.063], [0.061, 0.313, -0.172], [0.063, -0.146, 0.212], [0.575, -0.888, 1.087]], "de_lowest_kcal_mol": 32.2, "lumo_ha": -0.0181, "smiles": "CCC(=O)C=O", "energy_ev": -8339.063, "max_force_ev_per_a": 3.0, "gap_ev": 9.28, "charge": 0}

{"formula": "C6H10", "method": "ωB97M-V/def2-TZVPD", "species": ["C", "C", "C", "C", "C", "C", "H", "H", "H", "H", "H", "H", "H", "H", "H", "H"], "positions_angstrom": [[0.813642, -1.340850, 0.103131], [-0.482184, -0.887732, 0.701842], [-0.457755, 0.503638, 1.316277], [0.123596, 1.451378, 0.202596], [-0.026119, 0.652455, -1.161760], [-0.255366, -0.736149, -0.778134], [1.720277, -0.775147, 0.320229], [0.966243, -2.405121, -0.040512], [-1.178681, -1.624620, 1.082823], [-1.481467, 0.788767, 1.596331], [0.133424, 0.547336, 2.245287], [1.145752, 1.739495, 0.447440], [-0.459724, 2.386906, 0.194511], [0.550039, -0.137205, -2.651389], [-0.547352, 1.163523, -1.941620], [-0.564326, -1.326673, -1.637052]], "atomic_forces_ev_per_a": [[0.126, -0.148, -0.043], [-0.249, -0.090, -0.003], [0.036, -0.018, -0.261], [0.453, -0.100, -0.430], [0.323, -0.415, -0.835], [-0.167, -0.300, -0.250], [-0.220, -0.064, -0.110], [0.000, 0.097, 0.129], [0.064, 0.058, 0.075], [0.224, 0.066, -0.235], [-0.055, -0.014, -0.378], [0.050, -0.093, -0.070], [0.270, -0.357, -0.403], [0.818, 1.901, 1.955], [-1.161, -0.030, 0.285], [-0.510, -0.494, 0.576]], "de_lowest_kcal_mol": 106.6, "lumo_ha": [0.0109, 0.0115], "energy_ev": -6379.235, "max_force_ev_per_a": 2.8, "gap_ev": [8.33, 8.42], "charge": 0}